(1)
{"formula": "C25H59BN9O9", "method": "ωB97M-V with the def2-TZVPD basis set", "homo_ev": -3.61, "homo_lumo_gap_ev": 5.34, "total_charge": -1, "largest_force_ha_per_bohr": 0.146, "lumo_ev": 1.73, "spin_multiplicity": 1, "energy_ha": -2182.7704, "species": ["B", "N", "C", "O", "H", "H", "H", "C", "O", "N", "C", "C", "H", "H", "H", "H", "H", "H", "H", "C", "O", "N", "C", "C", "H", "H", "H", "H", "H", "H", "H", "C", "O", "N", "C", "C", "H", "H", "H", "H", "H", "H", "H", "C", "O", "N", "C", "C", "H", "H", "H", "H", "H", "H", "H", "C", "O", "N", "C", "C", "H", "H", "H", "H", "H", "H", "H", "C", "O", "N", "C", "C", "H", "H", "H", "H", "H", "H", "H", "C", "O", "N", "C", "C", "H", "H", "H", "H", "H", "H", "H", "C", "O", "N", "C", "C", "H", "H", "H", "H", "H", "H", "H"], "coordinates": [[-2.1161, 1.6512, 5.7706], [-3.3294, 0.6961, 5.7564], [-4.4419, 1.3134, 5.7139], [-5.5220, 1.9746, 5.7475], [-1.6750, 1.9004, 4.6929], [-1.2377, 1.0998, 6.3687], [-2.2979, 2.6882, 6.3337], [0.1591, 0.3539, 3.7344], [-0.1872, 0.0876, 4.8667], [0.1798, -0.5268, 2.6868], [0.6071, -0.1362, 1.3587], [-0.2397, -1.8933, 2.9158], [0.4951, 1.3655, 3.4560], [-0.2164, -0.3013, 0.6576], [1.4656, -0.7491, 1.0671], [0.8921, 0.9114, 1.3329], [-1.2722, -1.8943, 3.2757], [0.3985, -2.3403, 3.6827], [-0.1707, -2.4763, 1.9961], [1.9856, 2.0790, -1.4285], [1.6411, 1.8238, -0.2905], [2.0007, 1.1910, -2.4621], [2.4251, 1.5701, -3.7937], [1.5781, -0.1765, -2.2171], [2.3243, 3.0875, -1.7184], [1.6013, 1.4019, -4.4920], [3.2815, 0.9544, -4.0815], [2.7134, 2.6223, -3.8274], [0.5492, -0.1731, -1.8537], [2.2207, -0.6143, -1.4484], [1.6427, -0.7683, -3.1312], [3.4961, -4.4513, 5.5939], [3.1152, -4.4479, 4.4375], [2.9270, -3.7495, 6.6140], [3.4415, -3.8078, 7.9658], [1.7689, -2.9174, 6.3387], [4.3664, -5.0481, 5.9130], [2.6583, -4.1839, 8.6292], [3.7343, -2.8023, 8.2790], [4.3087, -4.4679, 8.0261], [0.9675, -3.5422, 5.9378], [2.0367, -2.1685, 5.5901], [1.4283, -2.4218, 7.2480], [-2.1179, -1.1913, -3.4640], [-1.3166, -1.4384, -2.5789], [-2.2278, -0.0025, -4.1207], [-3.2116, 0.2094, -5.1636], [-1.3345, 1.0821, -3.7655], [-2.8436, -1.9438, -3.8113], [-2.6954, 0.4657, -6.0931], [-3.8692, 1.0322, -4.8707], [-3.8112, -0.6892, -5.3217], [-0.3031, 0.7614, -3.9229], [-1.4678, 1.3249, -2.7079], [-1.5422, 1.9633, -4.3734], [4.4304, -2.5850, -2.6529], [5.1994, -1.8404, -2.0742], [3.8324, -3.6817, -2.1072], [2.9259, -4.5195, -2.8645], [4.1124, -4.0198, -0.7242], [4.1499, -2.4185, -3.7058], [1.9503, -4.5250, -2.3718], [3.3249, -5.5369, -2.8977], [2.8094, -4.1478, -3.8839], [3.8189, -3.1840, -0.0847], [5.1856, -4.1895, -0.6076], [3.5649, -4.9160, -0.4310], [-3.1075, 4.8561, 4.1406], [-2.0727, 4.3802, 3.7195], [-4.2206, 5.1161, 3.3894], [-5.4194, 5.6860, 3.9650], [-4.1984, 4.8104, 1.9741], [-3.2292, 5.1238, 5.2019], [-6.2518, 4.9939, 3.8127], [-5.6371, 6.6362, 3.4677], [-5.2931, 5.8626, 5.0341], [-4.0038, 3.7431, 1.8416], [-3.3918, 5.3750, 1.4983], [-5.1516, 5.0705, 1.5114], [5.8269, 3.8674, -3.8002], [5.8411, 3.7854, -5.0149], [5.3510, 4.9274, -3.0859], [5.3691, 4.9489, -1.6367], [4.8098, 6.0683, -3.7984], [6.2142, 3.0562, -3.1633], [4.3451, 5.0517, -1.2688], [5.9658, 5.8008, -1.3005], [5.8014, 4.0301, -1.2375], [3.9717, 5.7391, -4.4177], [5.5834, 6.4839, -4.4489], [4.4706, 6.8313, -3.0971], [-5.7900, -2.7329, -4.2431], [-5.3055, -2.1024, -5.1672], [-5.8257, -4.0913, -4.1508], [-6.4208, -4.7696, -3.0170], [-5.2499, -4.8835, -5.2202], [-6.2530, -2.2286, -3.3804], [-5.6608, -5.3879, -2.5329], [-7.2380, -5.4037, -3.3702], [-6.8118, -4.0525, -2.2937], [-4.1921, -4.6299, -5.3241], [-5.7604, -4.6455, -6.1567], [-5.3530, -5.9477, -5.0060]]}

(2)
{"formula": "C5H6Cl2N4O2", "method": "ωB97M-V with the def2-TZVPD basis set", "de_lowest_kcal_mol": 86.4, "homo_ev": [-9.16, -9.16], "homo_lumo_gap_ev": [6.13, 6.14], "total_charge": 0, "largest_force_ha_per_bohr": 0.063, "lumo_ev": [-3.03, -3.03], "spin_multiplicity": 1, "energy_ha": -1483.7678, "species": ["C", "C", "C", "C", "C", "N", "N", "N", "N", "O", "O", "Cl", "Cl", "H", "H", "H", "H", "H", "H"], "coordinates": [[0.2458, -0.9522, 1.5165], [-0.4342, 0.2952, 1.3160], [1.3801, -1.2967, 0.7482], [-0.2559, 0.7351, -0.1146], [0.8973, 0.3205, -0.9064], [1.7139, -0.7260, -0.4012], [-1.2868, -1.7669, -0.3448], [1.3694, 1.0034, -1.9573], [-1.1992, 1.5707, -0.6564], [-1.9456, 2.3142, -0.0275], [-1.1759, 1.5651, -1.8770], [2.4154, -2.5804, 1.1395], [0.4354, 1.6267, 2.4459], [-0.0605, -1.5951, 2.4100], [-1.4154, 0.5106, 1.6916], [-1.9487, -1.0604, -0.6611], [-1.5722, -2.1678, 0.5054], [0.6991, 1.6154, -2.3868], [2.1378, 0.5886, -2.4400]]}

(3)
{"formula": "C8H17NO9V", "method": "ωB97M-V with the def2-TZVPD basis set", "de_lowest_kcal_mol": 11.5, "homo_ev": [-8.63, -9.66], "homo_lumo_gap_ev": [9.21, 10.25], "total_charge": 0, "largest_force_ha_per_bohr": 0.099, "lumo_ev": [0.58, 0.59], "spin_multiplicity": 2, "energy_ha": -1991.0454, "species": ["O", "V", "O", "C", "O", "O", "H", "O", "C", "O", "O", "H", "C", "O", "C", "C", "N", "C", "C", "O", "C", "H", "H", "H", "H", "H", "H", "H", "H", "H", "H", "H", "H", "H", "H", "H"], "coordinates": [[1.1618, -0.4173, -2.0775], [0.2576, 0.5967, -1.2024], [-2.7841, 1.5110, -3.2319], [-1.7936, 1.0545, -2.4527], [-0.8089, 1.7729, -2.3235], [-1.7051, 0.0342, -1.7652], [-3.5099, 0.8724, -3.2774], [3.2521, 2.2947, 0.3772], [2.1517, 1.6152, 0.2333], [1.7498, 0.6819, 0.9306], [1.3793, 1.9631, -0.7155], [3.6450, 2.1189, 1.2407], [-0.7303, 3.4150, 0.3572], [-1.0656, 2.0512, 0.2526], [-1.1239, 1.4310, 1.5359], [-1.4871, -0.0337, 1.3321], [-0.4857, -0.7559, 0.5603], [-0.8428, -2.1441, 0.2677], [0.3103, -3.0944, 0.4937], [1.1720, -2.8133, -0.5720], [2.4465, -3.4095, -0.4277], [0.0745, 3.6138, 1.0652], [-1.5964, 4.0339, 0.6203], [-0.3248, 3.7862, -0.5846], [-1.8668, 1.8961, 2.1612], [-0.1446, 1.5420, 2.0555], [-2.4465, -0.0901, 0.7990], [-1.6376, -0.4833, 2.3309], [0.4302, -0.6594, 0.9799], [-1.2040, -2.1967, -0.7399], [-1.6679, -2.5237, 0.8821], [-0.0754, -4.1144, 0.5654], [0.8109, -2.8842, 1.4374], [2.7230, -3.6148, 0.6213], [3.2120, -2.7208, -0.7242], [2.5242, -4.3292, -1.0050]]}